This record from the OMol25 dataset describes 10 unconnected molecules or ions with the total composition C37H86F15N7O7P2. The level of theory is ωB97M-V/def2-TZVPD.

Positions of all 154 atoms, in Å:
H  20.4207  13.1076  13.1346
H  10.5164  14.9460  13.8307
H  13.4995  21.0664  8.0675
H  15.7706  15.5291  6.5471
H  10.3470  23.6349  14.3189
C  9.9517  12.5616  14.6722
H  11.9598  23.2337  13.5928
F  19.3548  17.5378  12.8758
H  21.6938  13.8090  12.1445
H  12.5728  19.8623  15.7525
O  13.9020  18.1643  8.0064
H  11.8862  20.5151  7.4868
F  13.8601  15.4575  15.4353
H  10.4054  22.7192  12.7771
H  17.5440  20.0303  13.4635
C  12.9242  20.2875  14.7999
N  16.1338  11.3266  13.3571
C  13.2790  19.0660  8.3153
H  21.1370  15.7515  11.4298
C  18.6200  8.3451  16.5355
H  13.4281  17.0902  9.9410
H  21.1791  19.5788  16.0354
H  14.7236  13.2263  11.6480
H  16.6327  19.9702  15.0175
C  10.7643  11.3500  16.7872
H  17.5804  12.8841  10.9191
H  18.5388  20.6274  16.0831
C  12.6548  17.7254  10.4221
H  13.2680  20.0015  6.5500
H  18.0356  8.0273  14.4246
N  17.2265  16.5492  9.4169
H  18.8115  7.3063  16.7317
H  17.7649  18.7880  14.8002
H  9.3129  13.1941  9.6051
F  14.9224  17.5731  13.3234
O  16.5629  13.6400  16.7938
O  19.4520  16.1429  10.4053
H  9.6475  15.7452  12.4894
C  20.0160  20.5689  14.6008
H  17.0015  9.4730  13.0611
C  15.3403  12.1214  14.3507
O  11.3550  20.1349  12.9543
F  17.3432  21.4396  10.0631
H  15.5695  9.5152  14.1712
H  7.1453  13.1350  11.7911
H  10.8367  13.6641  12.0163
H  15.9354  12.0173  15.2545
F  15.2282  19.3444  11.3634
H  21.7567  11.5544  11.7445
H  11.3753  10.5502  16.3288
H  19.0354  14.2333  16.7016
C  17.3757  12.2097  12.9154
O  20.3587  21.3984  13.8736
C  9.5098  11.6533  15.8576
C  9.5491  15.1474  13.3848
H  11.3601  12.2672  16.8799
C  17.4395  9.9798  15.1233
C  10.9163  22.9131  13.7242
F  15.1056  21.2647  10.1045
H  8.7924  12.1637  16.5115
H  17.6660  17.3800  8.9910
H  17.7353  12.6413  13.8393
C  17.0718  14.6598  16.8880
H  15.6931  14.4362  19.2070
H  13.7219  19.5118  10.2720
N  18.6042  20.7354  15.0740
F  16.4164  19.4254  9.4956
C  16.3202  15.9896  8.5442
H  16.7318  8.0710  15.5218
P  16.3586  20.4563  10.7729
H  17.4216  16.3461  6.5721
N  12.8622  19.0790  9.8374
H  9.7627  12.3123  11.6577
H  16.1830  10.4455  11.5328
H  15.4553  16.3459  16.9876
C  19.4292  16.1317  12.8357
F  16.1325  21.2493  12.1896
C  8.7117  12.8291  13.8363
H  18.3394  14.9945  15.2581
P  14.3748  16.4825  14.3888
H  18.1281  11.4934  12.5596
H  15.9652  17.1823  6.8303
C  15.4748  11.1309  12.0760
C  18.4181  15.0578  16.3593
H  19.5669  8.9215  16.4445
H  13.5148  19.6201  14.1880
H  14.8343  15.8990  19.4365
O  19.7426  14.2071  11.5941
H  15.5186  12.3482  10.2775
H  16.8272  16.3894  17.9495
H  12.7669  17.6107  11.4936
H  11.7429  17.2283  10.0532
C  20.7229  13.3654  12.1064
H  10.5814  11.0410  17.7994
H  7.2475  14.1750  9.9754
H  13.5147  21.1642  14.9856
F  17.4855  19.6804  11.5479
H  15.6949  17.1051  10.8308
C  16.8914  13.0673  11.7674
H  12.0063  19.6428  9.8812
F  18.1249  15.5252  13.2110
H  21.3054  12.4610  10.2613
C  16.7791  16.9195  10.7310
H  9.0360  10.7764  15.4101
H  20.1032  11.5013  11.2357
H  18.6155  15.9479  10.0900
C  11.7126  20.5655  13.9841
C  15.5181  12.5165  11.3633
C  7.9900  14.6173  10.6517
H  20.0097  18.4715  15.1787
H  21.4423  19.0323  14.3139
C  15.2207  15.2620  18.6647
C  9.4012  14.0237  10.3210
C  20.6824  19.3261  15.0676
H  7.9215  15.6924  10.4878
C  7.5959  14.1051  12.0585
N  8.9224  13.8391  12.7896
H  14.3722  14.8444  18.1462
C  9.8219  13.3860  11.6673
N  16.1391  15.7979  17.5605
C  16.5110  9.9824  13.9044
C  17.5871  19.8302  14.5218
C  12.9480  20.2825  7.5549
H  16.9829  16.1687  11.4695
N  10.8106  21.6447  14.5333
F  14.6788  17.5265  15.6825
H  18.2893  10.6449  14.8462
H  18.8094  16.0183  16.6230
H  9.7920  21.4319  14.5533
H  16.9883  10.4426  16.0095
H  8.3779  11.9223  13.2945
H  7.8710  13.0896  14.4850
H  18.1040  8.7622  17.4228
H  11.0865  21.8715  15.4941
H  10.3688  13.4997  15.0762
C  19.9935  15.5571  11.5048
C  17.7048  8.5177  15.3446
O  15.2868  15.3629  8.9067
H  14.3265  11.7056  14.5019
H  17.1087  17.8716  10.9869
F  14.0243  15.3754  13.2744
F  12.9539  17.2156  14.3146
H  7.0226  14.7703  12.6783
C  20.9760  12.1537  11.2638
C  16.4424  16.2173  7.0183
H  15.3942  13.1784  14.1084
H  10.1110  14.7425  9.9279
H  18.2143  21.6403  14.7678
F  15.9262  15.9731  14.5448
F  20.2092  15.8005  13.8969
H  10.6909  12.0445  14.0529
H  16.8725  14.1262  12.0108
H  14.4469  10.7292  12.0800
H  8.8480  15.5613  14.1027

Atomic forces in eV per Å
0.2664 -0.1337 -0.1283
-0.0859 -0.0963 -0.1677
0.1298 0.5018 -0.4871
0.1950 -0.6908 -0.3518
0.2593 0.1893 -0.4365
-0.7298 -0.3657 0.7915
-0.4096 -0.2776 0.0900
-0.5515 -2.7122 -0.1410
0.5713 1.0973 0.3459
0.4389 -0.1324 -0.2313
2.0573 -3.2568 -1.3379
-0.0662 0.0170 0.3678
-0.4705 -1.3800 1.9253
0.3284 0.1816 0.1302
-0.2591 -0.4542 -0.1331
-0.6943 -0.4815 -0.3483
0.5759 0.9164 0.1189
-1.7269 1.9773 1.4114
-1.7573 -0.0516 0.6194
0.0178 0.6342 0.5900
-0.0692 0.3522 0.4892
-0.2045 -0.4031 -0.6182
0.1090 -0.5744 -0.1182
-0.1721 0.8044 -0.1218
-0.1655 -0.1713 -1.6262
-0.2437 0.5205 0.5808
0.2575 0.5269 0.2975
0.7625 -1.7408 -1.5139
0.3090 0.7835 0.0258
0.4489 0.1376 0.1359
-0.7112 1.3101 -1.5422
0.3400 -0.3840 0.1425
0.6253 0.0693 -0.5869
0.0549 0.4800 0.0667
-0.2101 -0.5188 0.3735
-1.1673 -3.1046 0.0452
4.5318 1.0988 1.4151
0.1151 0.6261 0.1495
-0.5550 -1.7155 0.0978
-0.2694 -0.0503 0.4485
0.6738 -0.5209 0.3705
-0.0567 -0.8133 -1.0186
0.3493 0.2728 0.7230
-0.1553 -0.3424 -0.2223
-0.0272 0.2553 1.2079
-0.3756 -0.3398 -0.5511
-0.4533 0.0291 0.2317
-0.3540 0.4607 0.0961
0.0520 0.1928 -0.1804
-0.0787 0.4736 0.1659
0.5425 0.1336 -0.0255
-0.4164 -1.6299 0.6016
1.2901 1.7103 -1.4483
1.5344 0.3531 0.8189
-1.2820 -1.1645 -1.2495
-0.0011 -0.1527 -0.2025
-0.4034 1.2520 -1.5289
-0.4282 0.4142 0.0111
-0.1833 -0.3161 0.1756
-0.1476 0.0237 -0.4929
-0.0377 -0.8102 -0.0294
0.1149 0.5172 -0.0497
-0.1648 3.1776 -0.6976
0.2083 0.1707 -0.3600
-0.8128 0.0170 0.2600
-1.8558 0.3993 1.1690
0.2574 0.6471 0.1254
-3.0329 -1.4574 -1.0519
-0.1777 -0.2934 0.3568
-2.0815 -0.4669 -0.6291
0.2694 -0.5755 0.1254
-0.3287 0.2294 0.1909
-0.0665 -0.4493 -0.1861
-1.0815 0.4954 0.2089
1.1398 -0.2364 -0.6719
-1.0747 0.8984 1.6699
-0.0145 0.9189 -0.6458
0.0079 -1.1252 0.1095
-0.0405 0.0555 0.5295
1.2985 1.8078 -0.9954
-0.2001 0.0647 0.2605
-0.0611 0.2030 0.2370
-0.2692 0.6122 -2.3935
-0.7781 -0.7383 -0.2874
-0.4986 -0.5764 -0.1571
0.2053 -0.4913 0.2992
0.3690 1.3036 -0.1756
-0.8526 0.0170 -1.0495
-0.4332 0.2311 0.3741
0.5933 1.4249 0.6445
-0.0231 0.7356 0.1142
-0.0465 0.8319 0.2351
0.6232 -0.9861 1.0011
-0.6967 -0.2420 0.3175
0.2096 0.3250 0.0086
0.0757 0.7268 0.1733
1.4399 -0.6499 -0.1254
0.1976 -0.5982 -0.6388
0.3344 -0.0416 -0.6684
0.6207 0.1959 0.5418
2.9285 1.9975 -0.9857
-0.2173 -0.3249 0.2534
-2.5324 -0.8390 0.7075
0.1292 -0.1901 0.5023
-0.1128 0.0043 -0.4373
-3.1237 -1.3529 -0.7967
0.0464 0.4927 0.2553
0.1549 -0.5029 -0.0236
-0.2930 -0.1278 -0.5350
-0.0396 0.3356 0.1493
-0.3253 0.3829 0.5961
0.4116 -1.9419 -0.4014
-1.0040 -0.7469 1.0757
0.9606 -0.1372 0.2074
0.1761 0.0080 0.3337
1.4239 0.0310 -1.1747
-0.2323 1.6030 -0.4507
-0.2047 -0.1576 -0.1810
1.5896 0.3816 0.6182
-1.1162 -0.4416 1.2589
0.2453 0.6779 0.3627
-0.5863 -1.7146 0.0011
-0.2734 -0.5505 -0.2257
0.3401 -0.1877 0.2788
-0.3963 0.9068 1.1067
0.5715 -0.0048 -0.0482
0.0593 -0.8957 0.4131
0.0988 0.4421 0.3869
0.8113 -0.4712 -0.0958
-0.0887 -0.2558 -0.1153
0.2673 0.2695 0.3789
0.0836 0.4825 -0.1986
0.2629 -0.2758 -0.2865
-0.1407 -0.0876 -0.0344
-0.0691 -0.5345 -0.1436
1.0797 0.3503 -0.3650
0.4951 0.0595 0.2841
2.6811 1.3729 0.1154
0.5626 0.3217 -0.3039
1.3972 0.7832 0.5081
0.2727 0.7204 -0.5232
-0.9626 -0.4100 -0.4490
-0.5988 -0.0264 0.0563
-0.3099 -0.5838 -0.0888
-0.0254 1.0610 1.2783
-0.5309 0.0162 -0.3660
0.0140 0.1171 0.1341
0.9947 0.2400 0.4835
-0.5817 -0.4364 0.1900
-0.3810 0.1608 -0.7513
0.1718 0.1185 0.2132
-0.0007 -0.1638 -0.1202
0.6330 -0.1400 0.5734
-0.0065 0.0766 -0.0100

Charge: +4
Energy: -4551.12715 Ha